Record 1
Molecular formula: CH4N2O4
Method: DFT, ωB97M-V with the def2-TZVPD basis set

total energy	-450.5957	Ha
Kohn-Sham gap (spin up / spin down)	6.622 / 6.692	eV
HOMO energy (spin up / spin down)	-10.397 / -10.472	eV
relative energy (zero: lowest compared OMol25 entry of this formula, charge and spin)	790.93	kJ/mol

```
! RIJCOSX wB97M-V def2-TZVPD def2/J DEFGRID3
* xyz 0 1
C -0.63 -0.54 1.46
N 0.73 1.36 -1.02
N -0.35 0.75 -0.38
O 0.54 1.44 -2.21
O 1.66 1.79 -0.43
O 0.11 -1.65 -1.11
O -0.08 0.53 0.92
H -0.07 -1.34 0.85
H -1.70 -0.62 1.14
H -0.33 -0.81 2.52
H 0.12 -0.90 -1.75
*
```

Results of the natural (NBO) charge analysis, in e, for atoms 1 through 8: -0.28 0.57 0.11 -0.34 -0.32 -0.71 -0.21 0.29

Record 2
Molecular formula: C3H8N2O
Method: DFT, ωB97M-V with the def2-TZVPD basis set

total energy	-303.8447	Ha
Kohn-Sham gap	9.800	eV
HOMO energy	-9.057	eV
relative energy (zero: lowest compared OMol25 entry of this formula, charge and spin)	124.48	kJ/mol
SMILES	CN(C)C(N)=O

```
! RIJCOSX wB97M-V def2-TZVPD def2/J DEFGRID3
* xyz 0 1
C -0.68 1.25 0.02
N -0.31 -0.21 -0.14
C -1.20 -1.37 0.02
C 1.09 -0.54 -0.02
N 1.83 0.60 0.04
O 1.56 -1.69 0.01
H -0.09 1.55 1.00
H -1.71 1.43 0.08
H -0.16 1.77 -0.87
H -1.21 -1.99 -0.88
H -1.02 -1.95 0.92
H -2.26 -0.97 0.05
H 2.83 0.65 -0.21
H 1.34 1.47 -0.04
*
```

Results of the natural (NBO) charge analysis, in e, for atoms 1 through 8: -0.41 -0.47 -0.40 0.77 -0.85 -0.66 0.19 0.22

Record 3
Molecular formula: C27H37F6Ge
Method: DFT, ωB97M-V with the def2-TZVPD basis set

total energy	-3726.8944	Ha
Kohn-Sham gap	5.956	eV
HOMO energy	-12.030	eV
relative energy (zero: lowest compared OMol25 entry of this formula, charge and spin)	0.00	kJ/mol

```
! RIJCOSX wB97M-V def2-TZVPD def2/J DEFGRID3
* xyz 1 1
C -0.02 4.29 -4.49
C -0.21 2.95 -3.78
C 0.17 3.03 -2.29
C -0.04 1.73 -1.50
Ge 0.47 1.93 0.44
C 2.49 2.09 0.63
C 3.20 0.93 -0.12
C 4.73 0.98 0.03
C 5.46 -0.10 -0.78
C -0.61 3.43 1.28
C -2.14 3.18 1.16
C -2.58 1.98 2.00
C -4.09 1.74 1.97
H -0.25 -2.23 3.12
H -0.29 4.21 -5.54
H -0.64 5.07 -4.03
H 1.03 4.61 -4.44
H -1.25 2.62 -3.88
H 0.40 2.18 -4.27
H 1.23 3.32 -2.23
H -0.41 3.84 -1.83
H -1.09 1.39 -1.54
H 0.56 0.90 -1.91
H 2.78 3.08 0.25
H 2.76 2.06 1.71
H 2.83 -0.03 0.26
H 2.94 0.97 -1.19
H 5.08 1.97 -0.29
H 4.99 0.89 1.09
H 6.53 0.01 -0.63
H 5.18 -1.11 -0.46
H 5.25 0.00 -1.85
H -0.32 3.50 2.35
H -0.31 4.37 0.78
H -2.69 4.07 1.49
H -2.41 3.01 0.11
H -2.06 1.07 1.67
H -2.27 2.14 3.04
H -4.36 0.98 2.70
H -4.64 2.66 2.22
H -4.43 1.39 0.99
F -5.78 -1.66 -1.26
C -5.74 -1.67 0.11
F -6.32 -0.50 0.54
F -6.54 -2.69 0.53
C -4.34 -1.82 0.63
C -4.16 -1.91 2.01
C -2.88 -2.11 2.50
C -1.80 -2.31 1.62
C -0.52 -2.81 2.25
C 0.67 -3.02 1.32
C 0.53 -3.88 0.23
C 1.65 -4.30 -0.49
C 2.90 -3.82 -0.11
C 4.09 -4.36 -0.84
F 5.27 -3.86 -0.37
F 4.17 -5.72 -0.73
F 4.02 -4.08 -2.18
C 3.06 -2.90 0.92
C 1.92 -2.48 1.62
C -1.99 -2.08 0.26
C -3.28 -1.88 -0.25
H -5.01 -1.85 2.69
H -2.71 -2.14 3.58
H -0.75 -3.81 2.68
H -0.44 -4.29 -0.06
H 1.56 -5.03 -1.29
H 4.04 -2.56 1.20
H 2.02 -1.74 2.42
H -1.15 -2.08 -0.44
H -3.45 -1.79 -1.32
*
```

Results of the Löwdin charge analysis, in e, for atoms 1 through 8: -0.10 -0.26 -0.28 -0.29 1.36 -0.27 -0.30 -0.27